Record 1
Formula: C37H37AsBiBr2N7OS3Si2
Source: OMol25
Level of theory: the ωB97M-V functional and the def2-TZVPD basis

## Properties
LUMO = 3.33 eV
energy above the lowest of the compared OMol25 structures with the same formula, charge and spin = 1.322 eV
calculated total energy = -11262.8336 Eh
HOMO-LUMO gap = 4.12 eV
charge = -2
HOMO level = -0.79 eV

Structure (XYZ):
```
91
C37H37AsBiBr2N7OS3Si2, DFT the ωB97M-V functional and the def2-TZVPD basis
Bi -1.6123 0.1575 -0.2259
N -4.1860 3.7829 1.2697
C -3.4877 2.6247 1.0133
S -3.2083 2.2606 -0.6555
N -3.1528 1.9111 2.0333
N -2.4641 0.7786 1.8444
C -2.3225 -0.0558 2.8599
C -3.0607 0.1953 4.1168
C -4.1440 -0.6215 4.4357
C -4.9191 -0.3526 5.5492
C -4.6126 0.7247 6.3637
C -3.5257 1.5294 6.0613
C -2.7536 1.2706 4.9423
C -1.5271 -1.2161 2.6978
C -1.3049 -2.1248 3.7559
C -0.4914 -3.2090 3.5553
C 0.1255 -3.3839 2.3112
C -0.1359 -2.4557 1.3224
N -0.9369 -1.4237 1.4958
H -4.1379 4.4662 0.5310
H -4.0845 4.1288 2.2123
H -4.3846 -1.4497 3.7854
H -5.7741 -0.9776 5.7750
H -5.2320 0.9487 7.2232
H -3.2824 2.3676 6.7005
H -1.9054 1.8975 4.7098
H -1.7711 -1.9417 4.7125
H -0.3179 -3.9203 4.3512
H 0.7986 -4.2051 2.1261
H 0.3278 -2.5327 0.3435
S -3.4810 -1.6712 0.0863
C -2.4906 -2.8707 -0.7067
C -2.3071 -4.1078 -0.1170
C -1.4807 -5.0737 -0.6976
C -1.3185 -6.3156 -0.0706
N -1.2273 -7.3391 0.4507
C -0.8213 -4.7735 -1.9125
C -1.0114 -3.5310 -2.5075
C -1.8492 -2.5741 -1.9376
S -2.0930 -1.0718 -2.7298
C 0.0110 -5.7301 -2.5175
N 0.6763 -6.5165 -3.0324
H -2.8100 -4.3305 0.8138
H -0.5185 -3.2924 -3.4398
C -1.1134 2.3553 -3.4050
C -0.0776 2.8907 -2.4780
C 0.5718 4.1021 -2.7458
C 1.3782 4.6736 -1.7942
C 1.4966 4.0524 -0.5359
C 2.1526 4.6007 0.5767
Br 3.0278 6.2996 0.4293
C 2.1422 3.9874 1.8068
C 1.5275 2.7564 1.9295
Br 1.4525 1.8805 3.6190
C 0.9686 2.0491 0.8512
O 0.5694 0.8523 0.9515
C 0.8800 2.7819 -0.3876
N 0.1505 2.2144 -1.3626
H -0.9797 2.7404 -4.4131
H -2.0940 2.6652 -3.0429
H -1.1090 1.2681 -3.4084
H 0.4114 4.5970 -3.6940
H 1.8964 5.6024 -1.9895
H 2.6148 4.4516 2.6621
C 0.6219 -0.0111 -5.1729
Si 1.9846 -0.1367 -3.8165
C 3.0896 1.4301 -4.0179
C 3.0630 -1.5667 -4.5391
As 1.1863 -0.5356 -1.6377
Si 3.2286 -0.3985 -0.5128
C 3.0296 -1.2187 1.2099
C 4.6933 -1.3872 -1.2924
C 4.0730 1.3027 -0.1806
H 0.9491 -0.4419 -6.1167
H 0.3367 1.0155 -5.3695
H -0.2698 -0.5435 -4.8588
H 3.2724 1.7003 -5.0548
H 4.0498 1.2705 -3.5355
H 2.6186 2.2807 -3.5342
H 3.3772 -1.3722 -5.5614
H 2.4906 -2.4890 -4.5342
H 3.9515 -1.7297 -3.9413
H 2.8433 -2.2867 1.1162
H 2.1731 -0.7819 1.7129
H 3.8992 -1.0863 1.8510
H 4.3409 -2.3514 -1.6441
H 5.4904 -1.5654 -0.5766
H 5.1238 -0.8573 -2.1369
H 3.6461 1.7714 0.6996
H 3.9315 1.9852 -1.0146
H 5.1438 1.2059 -0.0088
```

Record 2
Formula: C37H37AsFN4O11STcTe
Source: OMol25
Level of theory: the ωB97M-V functional and the def2-TZVPD basis

## Properties
LUMO (spin up / spin down) = -0.94 / -0.95 eV
energy above the lowest of the compared OMol25 structures with the same formula, charge and spin = 6.668 eV
calculated total energy = -5561.3353 Eh
2S+1 = 4
HOMO-LUMO gap (spin up / spin down) = 1.00 / 1.00 eV
charge = -1
HOMO level (spin up / spin down) = -1.94 / -1.95 eV

Structure (XYZ):
```
94
C37H37AsFN4O11STcTe, DFT the ωB97M-V functional and the def2-TZVPD basis
Tc -0.2850 -0.1138 -0.2761
C 1.4837 5.0426 5.4381
C 0.7778 3.6892 5.5330
N 0.3079 3.2210 4.2532
C 1.1849 2.5494 3.4393
C 0.8041 1.9324 2.2984
C 1.8930 1.3973 1.4002
O 3.0554 1.6599 1.6767
O 1.5289 0.8015 0.3353
C -0.5898 1.8776 1.9461
O -1.0571 1.1088 1.0452
C -1.4440 2.7791 2.6592
C -2.7791 2.9859 2.2330
C -3.5387 3.9456 2.8470
F -4.8458 4.1359 2.4669
C -3.0271 4.7710 3.8382
C -1.7297 4.5150 4.3294
C -0.9541 3.5122 3.7744
N -3.7157 5.9121 4.3516
C -4.3530 5.7567 5.6328
C -4.4755 7.1500 6.2504
N -5.2829 7.9954 5.3248
C -4.6482 8.0836 3.9774
C -4.5284 6.6615 3.4295
H 1.8360 5.3454 6.4216
H 0.8174 5.8090 5.0487
H 2.3305 4.9548 4.7633
H -0.0687 3.7436 6.2251
H 1.4838 2.9519 5.9288
H 2.2228 2.5342 3.7383
H -3.1656 2.4127 1.4074
H -1.3582 5.1455 5.1209
H -3.7143 5.1281 6.2530
H -5.3551 5.2887 5.5792
H -3.4835 7.5954 6.3352
H -4.9632 7.1267 7.2255
H -5.4356 8.9294 5.7194
H -6.1930 7.5315 5.2003
H -3.6579 8.5245 4.0897
H -5.2673 8.7112 3.3369
H -4.0366 6.6708 2.4559
H -5.5424 6.2455 3.2888
O -0.8110 -3.5064 2.6997
As 0.6120 -2.6482 2.0075
O 1.5405 -2.2401 3.2605
O -0.1895 -1.3268 1.3596
C 1.4698 -4.2208 1.1358
C 1.9879 -5.1775 1.9888
C 2.6376 -6.2767 1.4478
C 2.7670 -6.4052 0.0749
C 2.2125 -5.4572 -0.7745
C 1.5554 -4.3720 -0.2303
S 0.5934 -2.9969 -1.0664
O 1.6204 -1.9979 -0.3308
O -0.6329 -3.2905 -0.3278
O -0.3574 -1.1867 -1.5647
H -1.4183 -3.4570 1.9593
H 1.8726 -5.0426 3.0589
H 3.0499 -7.0371 2.0984
H 3.3000 -7.2537 -0.3319
H 2.2906 -5.5654 -1.8474
C 2.5126 1.0209 -7.8253
C 1.9291 0.1984 -6.7110
C 2.3491 -1.1132 -6.5324
C 1.8188 -1.8982 -5.5244
C 0.8386 -1.3854 -4.6975
C 0.3979 -0.0764 -4.8698
N -0.6117 0.4699 -4.0672
C -1.7644 -0.1816 -3.7087
C -2.2498 -1.2599 -4.4541
C -3.4725 -1.8253 -4.1591
C -4.2633 -1.3117 -3.1442
C -3.8136 -0.2165 -2.4244
C -2.5756 0.3502 -2.6854
C -2.0936 1.5297 -1.8736
O -2.8570 2.4458 -1.6007
O -0.8328 1.5113 -1.5612
C 0.9532 0.7303 -5.8713
C 0.4739 2.1452 -6.0121
H 3.2927 0.4618 -8.3377
H 2.9410 1.9470 -7.4441
H 1.7435 1.2816 -8.5554
H 3.1067 -1.5160 -7.1900
H 2.1794 -2.9038 -5.3671
H 0.4096 -1.9700 -3.8969
H -0.3137 1.1666 -3.3888
H -1.6563 -1.6519 -5.2684
H -3.8209 -2.6672 -4.7440
H -5.2233 -1.7604 -2.9273
H -4.4243 0.2167 -1.6440
H -0.5390 2.2223 -5.6225
H 0.4861 2.4712 -7.0504
H 1.1088 2.8122 -5.4272
Te 2.8185 -1.0473 -1.6132
```

Record 3
Formula: C37H37AsNOSiZn
Source: OMol25
Level of theory: the ωB97M-V functional and the def2-TZVPD basis

## Properties
LUMO = 2.40 eV
calculated total energy = -5866.6728 Eh
HOMO-LUMO gap = 4.91 eV
charge = -1
HOMO level = -2.51 eV

Structure (XYZ):
```
79
C37H37AsNOSiZn, DFT the ωB97M-V functional and the def2-TZVPD basis
Zn -0.0085 -0.0803 -0.0458
C -0.1942 0.0017 2.0904
Si 0.7590 1.4997 2.4478
C 0.4284 2.8104 1.0674
N 0.2778 2.1343 -0.2373
C -0.8025 2.6823 -1.0597
C -0.6084 4.1234 -1.5332
C 0.8390 4.3698 -1.9880
C 1.5315 3.0393 -2.2622
C 1.5398 2.1111 -1.0438
C 0.2063 2.3283 4.0727
C 1.0660 2.5732 5.1443
C 0.6100 3.1523 6.3248
C -0.7245 3.5061 6.4578
C -1.6008 3.2725 5.4035
C -1.1362 2.6918 4.2330
C 2.6173 1.2364 2.5400
C 3.1545 -0.0388 2.7244
C 4.5259 -0.2357 2.7866
C 5.3953 0.8406 2.6617
C 4.8836 2.1162 2.4740
C 3.5075 2.3039 2.4150
H -1.2405 0.0390 2.4372
H 0.1859 -0.9082 2.5235
H 1.2059 3.5796 1.0057
H -0.5075 3.3102 1.3482
H -1.7292 2.6204 -0.4903
H -0.9353 2.0158 -1.9183
H -0.8797 4.8176 -0.7330
H -1.3083 4.3122 -2.3528
H 1.3899 4.9061 -1.2096
H 0.8543 5.0092 -2.8744
H 2.5701 3.2111 -2.5535
H 1.0484 2.5448 -3.1119
H 2.3864 2.3645 -0.4026
H 1.7300 1.0648 -1.3291
H 2.1128 2.3004 5.0596
H 1.3006 3.3270 7.1421
H -1.0823 3.9568 7.3761
H -2.6480 3.5380 5.4977
H -1.8418 2.5021 3.4278
H 2.4897 -0.8898 2.7892
H 4.9198 -1.2368 2.9156
H 6.4671 0.6836 2.7011
H 5.5532 2.9625 2.3699
H 3.1265 3.3109 2.2699
O 1.7429 -0.5916 -0.2634
C -5.2658 -0.1025 -4.0326
C -4.3060 -1.0739 -3.7770
C -3.5680 -1.0290 -2.6038
C -3.7847 -0.0211 -1.6667
C -4.7414 0.9523 -1.9319
C -5.4785 0.9110 -3.1099
As -2.6561 -0.0536 -0.0475
C -3.7578 1.1434 1.0840
C -3.7544 2.5219 1.1914
C -4.6173 3.1655 2.0731
C -5.4872 2.4266 2.8617
C -5.4891 1.0411 2.7713
C -4.6278 0.3974 1.8914
C -4.5390 -1.0752 1.7506
C -5.2949 -2.0101 2.4488
C -5.0992 -3.3640 2.2181
C -4.1501 -3.7940 1.2975
C -3.3894 -2.8650 0.5998
C -3.5932 -1.5141 0.8271
H -5.8408 -0.1341 -4.9495
H -4.1276 -1.8645 -4.4951
H -2.8107 -1.7845 -2.4213
H -4.9224 1.7483 -1.2200
H -6.2226 1.6740 -3.3038
H -3.0911 3.1358 0.5988
H -4.6008 4.2455 2.1431
H -6.1554 2.9270 3.5507
H -6.1587 0.4638 3.3961
H -6.0337 -1.6922 3.1737
H -5.6863 -4.0910 2.7650
H -3.9979 -4.8526 1.1309
H -2.6383 -3.1964 -0.1069
```

Record 4
Formula: C37H37BaN13OS3
Source: OMol25
Level of theory: the ωB97M-V functional and the def2-TZVPD basis

## Properties
LUMO = 3.29 eV
energy above the lowest of the compared OMol25 structures with the same formula, charge and spin = 1.812 eV
calculated total energy = -3439.3710 Eh
HOMO-LUMO gap = 4.32 eV
charge = -2
HOMO level = -1.03 eV

Structure (XYZ):
```
92
C37H37BaN13OS3, DFT the ωB97M-V functional and the def2-TZVPD basis
Ba -0.7933 -1.3409 -0.3693
C 0.9867 0.6865 2.4437
N 0.9361 -0.7579 2.2242
C 2.2436 -1.3372 1.9349
C 2.8566 -0.8911 0.6024
N 2.6245 -1.7964 -0.5071
C 3.0414 -1.1692 -1.7530
C 3.0833 -3.1387 -0.3615
C 4.0111 -3.4588 0.6303
C 4.4372 -4.7577 0.8689
C 3.9269 -5.7850 0.0900
C 3.0229 -5.4917 -0.9162
C 2.5823 -4.1845 -1.1967
S 1.4152 -3.9841 -2.4660
C 0.2891 -1.3861 3.3507
C 1.0321 -1.9495 4.3854
C 0.4388 -2.5064 5.5084
C -0.9446 -2.5059 5.6104
C -1.6986 -1.9484 4.5953
C -1.1200 -1.3769 3.4486
S -2.1861 -0.6756 2.2697
H 1.7056 0.9431 3.2409
H -0.0046 1.0318 2.7357
H 1.2662 1.2147 1.5302
H 2.1086 -2.4174 1.9194
H 2.9693 -1.0792 2.7255
H 3.9407 -0.7202 0.7502
H 2.4311 0.0688 0.3101
H 4.1321 -0.9727 -1.7608
H 2.5101 -0.2265 -1.8833
H 2.7895 -1.8176 -2.5896
H 4.4273 -2.6725 1.2505
H 5.1529 -4.9570 1.6591
H 4.2153 -6.8141 0.2792
H 2.6021 -6.2879 -1.5162
H 2.1130 -1.9631 4.3288
H 1.0575 -2.9326 6.2895
H -1.4345 -2.9340 6.4784
H -2.7793 -1.9367 4.6515
N -0.8316 -2.6962 -4.7790
C -1.3580 -2.1541 -3.6101
S -0.8406 -0.5324 -3.2686
N -2.1610 -2.9261 -2.9559
N -2.9314 -2.4888 -1.9213
C -3.1121 -3.3194 -0.9593
C -2.4066 -4.6129 -0.7483
C -2.9571 -5.8217 -1.1391
C -2.3043 -7.0229 -0.8888
C -1.0882 -6.9906 -0.2140
C -0.5258 -5.7958 0.1902
C -1.1480 -4.5585 -0.0808
O -0.6231 -3.4203 0.2603
H 0.1291 -2.4206 -4.9133
H -0.9397 -3.7027 -4.7843
H -3.8353 -3.0001 -0.2094
H -3.9095 -5.8181 -1.6603
H -2.7294 -7.9635 -1.2199
H -0.5684 -7.9205 -0.0039
H 0.4292 -5.7812 0.7034
N -2.4839 6.7527 -1.4553
C -3.1013 7.9426 -1.1673
C -3.1286 9.1748 -1.8033
C -3.8845 10.1718 -1.2079
C -4.5855 9.9410 -0.0199
C -4.5527 8.7127 0.6161
C -3.7968 7.6961 0.0357
N -3.5905 6.4017 0.4437
C -2.8088 5.8597 -0.4574
C -2.3236 4.4876 -0.4360
C -2.5709 3.6784 0.6731
C -2.0834 2.3820 0.6856
N -1.4019 1.8494 -0.3306
C -1.1923 2.6102 -1.3986
C -1.6120 3.9248 -1.4945
H -1.8913 6.5596 -2.2416
H -2.5862 9.3544 -2.7234
H -3.9348 11.1484 -1.6725
H -5.1684 10.7462 0.4103
H -5.0945 8.5322 1.5349
H -3.1371 4.0769 1.5026
H -2.2372 1.7312 1.5415
H -0.6773 2.1291 -2.2222
H -1.3912 4.4861 -2.3949
N 5.3196 3.0847 -1.1704
N 4.0382 2.7080 -1.5070
N 3.6350 2.6024 -2.7501
C 2.3650 2.2599 -2.5685
N 2.0404 2.1909 -1.2711
N 3.1196 2.4797 -0.6006
H 5.9731 2.4489 -1.6075
H 5.3844 3.0239 -0.1634
H 1.6830 2.0274 -3.3693
```